(1)
Entry from the OMol25 dataset: a structure of composition C4H5N3O (the ωB97M-V functional and the def2-TZVPD basis).

E   -10742.29784 eV

Each line ends with the Mulliken charge.
Element x y z (Å)
C (2.0951, -1.0593, -0.6593)  -0.755
C (1.3097, 0.0404, 0.1936)  0.375
C (-0.1318, -0.0238, 0.0769)  0.465
C (-1.9889, 0.8197, 0.1442)  0.007
H (1.6647, -1.2959, -1.6301)  0.339
H (1.9577, -1.9843, 0.3137)  0.218
H (3.2001, -0.5210, -0.6845)  0.265
H (-2.6159, 2.1075, 0.1692)  0.321
H (-2.8471, -0.7311, -0.8580)  0.164
N (-0.6977, 0.9871, 0.5733)  -0.411
N (-2.0424, -0.3274, -0.5022)  0.196
N (-0.8214, -0.8782, -0.7360)  -0.626
O (1.9833, 0.6615, 1.1015)  -0.559

=====

(2)
Entry from the OMol25 dataset: an isolated molecule of C4H5N3O (the ωB97M-V functional and the def2-TZVPD basis).

E   -10739.63109 eV

Each line ends with the Mulliken charge.
Element x y z (Å)
C (0.2157, 1.2968, -1.0721)  -0.385
C (-0.8390, -0.5330, -0.0339)  0.306
C (-0.0852, -1.6733, 0.4908)  -0.321
C (-0.2332, 0.7423, 0.3666)  -0.013
H (1.2990, 1.0280, -1.3832)  0.276
H (0.0927, 2.4543, -0.9122)  0.266
H (-0.5138, -2.8355, 0.5688)  0.296
H (1.4528, -1.2875, 1.6503)  0.251
H (-0.7562, 1.4010, 0.9847)  0.293
N (-0.7641, 0.6436, -1.9404)  -0.344
N (-1.2290, -0.4454, -1.3513)  -0.320
N (0.5301, -1.0018, 1.4473)  -0.009
O (0.8302, 0.2106, 1.1845)  -0.296

=====

(3)
Entry from the OMol25 dataset: an isolated molecule of C4H5N3O (the ωB97M-V functional and the def2-TZVPD basis).

E   -10739.63277 eV

Each line ends with the Mulliken charge.
Element x y z (Å)
C (0.0065, 0.8690, 0.1870)  0.353
C (1.3138, 0.2644, -0.0185)  0.607
C (-0.5021, -1.2678, -1.0475)  -0.518
C (-1.3190, -1.2804, 0.2906)  -0.356
H (1.2923, 3.5616, 0.9260)  0.389
H (0.7338, -1.5800, -0.8518)  0.260
H (-1.0211, -1.5268, -1.9039)  0.276
H (-2.4667, -1.2935, 0.5036)  0.237
H (-0.7667, -1.7578, 1.3059)  0.180
N (0.1210, 2.0944, 0.4132)  -0.427
N (2.2138, -0.5333, -0.0584)  -0.548
N (-0.9974, -0.1338, -0.2018)  -0.101
O (1.3918, 2.5842, 0.4555)  -0.351

=====

(4)
Entry from the OMol25 dataset: an isolated molecule of C4H5N3O (the ωB97M-V functional and the def2-TZVPD basis).

E   -10744.43486 eV

Each line ends with the Mulliken charge.
Element x y z (Å)
C (0.9042, -1.1194, 0.5817)  0.227
C (-1.0867, 0.0226, -1.5330)  0.179
C (0.5099, 0.2078, 0.6643)  -0.222
C (-1.1520, 0.2674, -0.0956)  -0.125
N (1.2726, -2.2112, 0.5348)  -0.406
N (-0.9981, -0.2429, -2.6328)  -0.330
N (1.3637, 1.1546, -0.1162)  -0.657
O (-2.0113, -0.4123, 0.6867)  -0.501
H (0.4944, 0.5483, 1.6327)  0.514
H (-1.3083, 1.3144, 0.2437)  0.334
H (2.1521, 1.2852, 0.4726)  0.291
H (1.7742, 0.5295, -0.8322)  0.302
H (-1.9148, -1.3441, 0.3931)  0.394

=====

(5)
Entry from the OMol25 dataset: an isolated molecule of C4H5N3O (the ωB97M-V functional and the def2-TZVPD basis).

E   -10743.08328 eV

Each line ends with the Mulliken charge.
Element x y z (Å)
C (0.4804, 1.5161, -0.0233)  -0.175
C (0.8342, -0.0166, 1.3414)  0.462
C (-0.0914, -0.4754, 0.4512)  0.297
C (-0.1793, -1.8447, 0.3478)  -0.655
H (-1.9043, 0.8311, -1.4803)  0.285
H (-0.3958, 0.8535, -2.2668)  0.252
H (0.1779, 2.4412, -0.3935)  0.405
H (-0.3770, -2.6547, -0.5482)  0.252
H (0.4558, -2.3799, 1.0598)  0.304
N (-0.9773, 0.3612, -1.6343)  -0.596
N (-0.5083, 0.5735, -0.2500)  0.219
N (1.2990, 1.3465, 0.9867)  -0.486
O (1.1860, -0.5517, 2.4095)  -0.565

=====

(6)
Entry from the OMol25 dataset: a structure of composition C4H5N3O (the ωB97M-V functional and the def2-TZVPD basis).

E   -10737.63839 eV

Each line ends with the Mulliken charge.
Element x y z (Å)
C (1.1586, 0.0879, -0.8187)  -0.895
C (-0.3327, 0.7129, -0.7530)  0.110
C (-1.0197, -0.4419, 0.6199)  0.018
C (-0.6056, 0.8808, 0.6873)  0.548
H (1.2263, -0.2371, -1.9381)  0.263
H (2.4293, 0.4444, -0.8286)  0.267
H (1.0235, -1.0209, -0.0508)  0.254
H (-0.4767, 1.5810, -1.4821)  0.330
H (-0.8241, -1.3686, -1.3247)  0.306
N (-0.9768, -0.6224, -0.6837)  -0.353
N (-0.8929, -1.1720, 1.8876)  -0.338
N (-0.2231, 1.1250, 1.9053)  -0.410
O (-0.4859, 0.0309, 2.7794)  -0.100

=====

(7)
Entry from the OMol25 dataset: a cluster of 2 separate species, C4H5N3O in total (the ωB97M-V functional and the def2-TZVPD basis).

Spin multiplicity   3
E   -10739.49867 eV
Expectation value of S²   2.0433

Each line ends with the Mulliken charge.
Element x y z (Å)
C (0.6208, -0.4004, -0.0053)  0.581
C (1.8034, -0.5294, 0.5498)  -0.459
C (-2.7922, -0.1013, -0.2280)  0.726
C (-0.1649, 0.7479, -0.5378)  -0.496
N (-3.0922, 0.6650, 0.6695)  -0.589
N (-0.6612, -0.3729, 0.1793)  -0.394
N (2.9948, -0.8525, 0.4074)  -0.413
O (-2.9733, -0.8331, -1.0739)  -0.364
H (-0.0331, 1.7098, -0.0132)  0.286
H (-0.5574, 0.8499, -1.4773)  0.345
H (-2.2540, 1.2341, 0.8282)  0.303
H (3.7717, -0.7900, 1.1343)  0.244
H (3.3375, -1.3273, -0.4329)  0.231

=====

(8)
Entry from the OMol25 dataset: an isolated molecule of C4H5N3O2 (the ωB97M-V functional and the def2-TZVPD basis).

E   -12790.14160 eV

Each line ends with the Mulliken charge.
Element x y z (Å)
C (1.0636, -0.4411, -0.5257)  0.564
C (-1.4021, -0.8136, 0.9660)  -0.027
C (-1.6904, 0.5954, 0.5256)  -0.285
C (-0.9420, 1.7424, 0.0925)  -0.355
H (0.4674, -2.2264, -1.2550)  0.284
H (-1.9663, -1.2910, 1.7747)  0.424
H (-2.7706, 0.7955, 0.6158)  0.299
H (-1.3761, 2.6460, -0.2061)  0.456
H (1.0330, 1.8529, -0.8866)  0.317
N (0.2718, -1.5202, -0.4738)  0.263
N (-0.6265, -1.7228, 0.4423)  -0.775
N (0.4683, 1.7545, 0.0676)  -0.302
O (1.8786, -0.1934, -1.3598)  -0.596
O (0.8267, 0.4615, 0.5292)  -0.269

=====

(9)
Entry from the OMol25 dataset: an isolated molecule of C4H5N3O2S (the ωB97M-V functional and the def2-TZVPD basis).

E   -23620.93823 eV

Each line ends with the Mulliken charge.
Element x y z (Å)
C (1.9424, 0.8621, 0.0607)  -0.234
C (1.1945, -0.2367, 0.0975)  0.109
C (-0.8469, 1.2376, 0.1952)  0.164
C (0.5532, -1.4622, -0.3231)  -0.389
N (1.4477, 2.1105, 0.2420)  -0.834
N (0.0358, 2.1152, 0.1339)  0.100
N (-0.7801, -1.5643, 0.2964)  -0.319
O (-2.0431, -0.3357, -1.5189)  -0.590
O (-2.8009, -0.3213, 0.7847)  -0.600
S (-1.7484, -0.2691, -0.1106)  1.026
H (2.9594, 0.7478, 0.3763)  0.341
H (0.2370, -1.4617, -1.3484)  0.256
H (1.0966, -2.3319, 0.0474)  0.358
H (-0.1200, 3.1539, 0.0403)  0.324
H (-1.1272, -2.2443, 1.0268)  0.288

=====

(10)
Entry from the OMol25 dataset: an isolated molecule of C4H5N3S (the ωB97M-V functional and the def2-TZVPD basis).

E   -19533.55693 eV

Each line ends with the Mulliken charge.
Element x y z (Å)
C (-0.2878, 0.9230, 0.4658)  0.384
C (0.5904, 0.1522, -0.2513)  -0.439
C (0.2059, -1.1678, -0.5370)  0.730
C (-1.0370, -1.5922, -0.0628)  -0.424
H (0.8097, 2.6934, 0.5028)  0.184
H (-0.6720, 2.7964, 1.3464)  0.244
H (1.5379, 0.5125, -0.6390)  0.227
H (2.3049, -1.4044, -1.5699)  0.125
H (-1.4542, -2.5810, -0.2512)  0.407
N (-0.0545, 2.2211, 0.7646)  -0.402
N (-1.7228, -0.8255, 0.8124)  -0.352
N (-1.4283, 0.4383, 1.0302)  -0.466
S (1.2078, -2.1661, -1.6109)  -0.218

=====

Record order is preserved below.
ΔE to the lowest compared entry with this formula, charge and spin: 513.0, 770.3, 770.1, 306.8, 437.2, 962.6, 281.8, 553.1, 791.8, 127.8 kJ/mol
Record order is preserved below.
Largest force on an atom: 0.1199, 0.1502, 0.1784, 0.1069, 0.1714, 0.1890, 0.1628, 0.0958, 0.0694, 0.0412 hartree/bohr
Record order is preserved below.
M: 111.104, 111.104, 111.104, 111.104, 111.104, 111.104, 111.104, 127.103, 159.170, 127.172 g/mol